A 2-piece molecular cluster, C51H49N4O overall at a distorted geometry. Source: the Open Molecules 2025 dataset; level of theory: ωB97M-V with the def2-TZVPD basis set.

Element x y z (Å)
C1 4.208 0.625 2.315
N1 2.794 0.305 2.216
C2 1.834 1.229 1.949
C3 0.577 0.630 2.119
C4 -0.641 1.372 2.241
C5 -1.952 0.657 2.192
C6 -2.167 -0.432 1.335
C7 -3.235 -1.304 1.567
C8 -4.141 -1.039 2.598
C9 -4.035 0.141 3.346
C10 -2.977 1.014 3.106
C11 0.794 -0.745 2.528
C12 -0.010 -1.692 3.151
C13 0.566 -2.850 3.664
C14 1.950 -3.041 3.630
C15 2.798 -2.054 3.101
C16 2.197 -0.917 2.542
H1 4.772 -0.274 2.581
H2 4.565 0.996 1.344
H3 4.353 1.405 3.079
H4 2.081 2.276 1.738
H5 -0.583 1.962 3.191
H6 -1.456 -0.607 0.517
H7 -3.323 -2.201 0.951
H8 -4.956 -1.735 2.773
H9 -4.777 0.368 4.119
H10 -2.941 1.945 3.683
H11 -1.065 -1.531 3.268
H12 -0.068 -3.614 4.096
H13 2.375 -3.961 4.049
H14 3.877 -2.170 3.112
C17 5.126 3.757 -6.209
C18 4.569 3.948 -4.817
C19 4.644 2.916 -3.883
C20 4.106 3.051 -2.590
C21 4.230 1.904 -1.627
C22 3.459 4.244 -2.256
N2 2.821 4.379 -0.985
C23 3.514 4.558 0.205
C24 4.971 4.401 0.352
C25 5.398 3.777 1.555
C26 6.711 3.345 1.698
C27 7.648 3.634 0.694
C28 7.281 4.377 -0.431
C29 5.953 4.784 -0.596
N3 2.665 4.801 1.187
N4 1.382 4.796 0.645
C30 0.293 5.396 1.387
C31 0.526 6.660 1.969
C32 1.846 7.343 1.913
C33 -0.533 7.349 2.580
C34 -1.821 6.809 2.714
C35 -2.991 7.510 3.363
C36 -2.017 5.534 2.203
C37 -0.995 4.808 1.558
C38 -1.446 3.423 1.343
C39 1.477 4.593 -0.699
C40 0.386 3.927 -1.396
O1 -0.409 3.238 -0.684
C41 0.443 3.885 -2.931
C42 0.010 5.021 -3.774
C43 0.909 2.638 -3.450
C44 1.040 1.526 -2.568
C45 1.519 0.285 -2.936
C46 1.914 0.072 -4.257
C47 1.812 1.122 -5.192
C48 1.293 2.367 -4.820
C49 3.455 5.335 -3.127
C50 2.888 6.668 -2.735
C51 3.986 5.159 -4.415
H15 5.001 4.673 -6.801
H16 6.197 3.498 -6.171
H17 4.603 2.936 -6.721
H18 5.108 1.966 -4.167
H19 3.427 1.915 -0.873
H20 4.167 0.945 -2.177
H21 5.205 1.943 -1.099
H22 4.640 3.608 2.324
H23 6.996 2.790 2.592
H24 8.680 3.298 0.809
H25 8.027 4.638 -1.191
H26 5.670 5.380 -1.467
H27 1.775 8.233 2.545
H28 2.647 6.708 2.298
H29 2.096 7.663 0.892
H30 -0.348 8.345 2.982
H31 -3.914 7.051 2.981
H32 -2.981 7.394 4.457
H33 -2.983 8.577 3.116
H34 -2.999 5.053 2.381
H35 -1.865 3.161 2.343
H36 -2.352 3.321 0.695
H37 -0.620 2.697 1.139
H38 -0.740 4.652 -4.498
H39 -0.442 5.823 -3.157
H40 0.815 5.484 -4.387
H41 0.698 1.647 -1.548
H42 1.538 -0.499 -2.168
H43 2.281 -0.918 -4.545
H44 2.124 0.922 -6.230
H45 1.211 3.156 -5.585
H46 3.159 7.407 -3.508
H47 1.788 6.639 -2.658
H48 3.305 7.007 -1.774
H49 3.955 5.997 -5.125

Kohn-Sham gap = 3.19 eV
LUMO energy = -4.465 eV
Net charge = +1
HOMO = -7.7 eV

C51H50Cl2FN5O3OsSb2 as an isolated structure. Source: the Open Molecules 2025 dataset; level of theory: ωB97M-V with the def2-TZVPD basis set.

Element x y z (Å)
Os1 0.103 -1.717 1.166
C1 -7.099 -1.320 0.883
C2 -6.454 -1.015 -0.458
N1 -5.044 -1.439 -0.506
C3 -4.092 -0.527 -0.252
C4 -2.754 -0.793 -0.193
C5 -1.848 0.377 0.080
O1 -2.189 1.491 -0.288
O2 -0.746 0.145 0.714
C6 -2.294 -2.109 -0.466
O3 -1.078 -2.459 -0.488
C7 -3.322 -3.092 -0.758
C8 -2.965 -4.418 -1.019
C9 -3.917 -5.364 -1.242
F1 -3.497 -6.625 -1.465
C10 -5.301 -5.065 -1.221
C11 -5.645 -3.746 -0.981
C12 -4.681 -2.755 -0.744
N2 -6.330 -6.005 -1.470
C13 -6.044 -7.388 -1.874
C14 -7.362 -8.120 -2.130
N3 -8.360 -7.128 -2.651
C15 -8.745 -6.149 -1.562
C16 -7.535 -5.938 -0.655
H1 -8.159 -1.071 0.854
H2 -6.637 -0.732 1.676
H3 -6.996 -2.373 1.148
H4 -6.458 0.054 -0.658
H5 -6.982 -1.482 -1.288
H6 -4.434 0.488 -0.097
H7 -1.919 -4.694 -1.026
H8 -6.686 -3.465 -1.004
H9 -5.487 -7.958 -1.129
H10 -5.458 -7.374 -2.790
H11 -7.801 -8.544 -1.230
H12 -7.235 -8.913 -2.862
H13 -9.188 -7.598 -3.017
H14 -7.938 -6.613 -3.425
H15 -9.595 -6.567 -1.027
H16 -9.049 -5.232 -2.062
H17 -7.507 -6.682 0.150
H18 -7.637 -4.971 -0.173
C17 1.750 1.758 2.017
C18 3.261 1.548 2.023
C19 3.706 0.114 1.752
Sb1 3.222 -0.683 -0.176
C20 4.741 0.310 -1.295
C21 4.422 0.881 -2.523
C22 5.390 1.545 -3.267
C23 6.687 1.641 -2.785
C24 7.015 1.068 -1.562
C25 6.048 0.407 -0.821
C26 4.258 -2.525 0.124
C27 4.235 -3.462 -0.908
C28 4.984 -4.630 -0.825
C29 5.760 -4.877 0.299
C30 5.773 -3.962 1.343
C31 5.024 -2.794 1.256
Sb2 0.684 2.469 0.291
C32 0.860 1.884 -1.734
C33 0.592 0.594 -2.186
C34 0.660 0.307 -3.539
C35 0.987 1.304 -4.452
C36 1.235 2.591 -4.006
C37 1.170 2.887 -2.649
C38 1.443 4.443 0.171
C39 0.618 5.550 0.334
C40 1.149 6.830 0.243
C41 2.501 7.004 -0.011
C42 3.328 5.902 -0.177
C43 2.803 4.620 -0.088
H19 1.474 2.602 2.655
H20 1.221 0.877 2.372
H21 3.564 1.784 3.049
H22 3.787 2.273 1.397
H23 3.239 -0.549 2.482
H24 4.788 0.052 1.885
H25 3.410 0.808 -2.910
H26 5.132 1.981 -4.223
H27 7.443 2.156 -3.362
H28 8.029 1.134 -1.188
H29 6.329 -0.049 0.122
H30 3.644 -3.277 -1.799
H31 4.977 -5.336 -1.645
H32 6.360 -5.776 0.358
H33 6.380 -4.149 2.220
H34 5.052 -2.090 2.079
H35 0.348 -0.202 -1.497
H36 0.459 -0.700 -3.881
H37 1.048 1.076 -5.508
H38 1.477 3.376 -4.710
H39 1.348 3.903 -2.326
H40 -0.440 5.427 0.537
H41 0.505 7.689 0.370
H42 2.912 8.002 -0.082
H43 4.383 6.035 -0.378
H44 3.463 3.773 -0.245
Cl1 -1.952 -3.012 2.938
C44 -0.962 -2.576 4.323
C45 -1.353 -3.029 5.564
C46 -0.605 -2.678 6.679
C47 0.519 -1.874 6.533
C48 0.894 -1.431 5.283
Cl2 2.295 -0.420 5.134
C49 0.179 -1.765 4.106
N4 0.562 -1.309 2.901
H45 -2.237 -3.644 5.659
H46 -0.899 -3.023 7.660
H47 1.109 -1.587 7.393
C50 2.370 -5.676 1.685
C51 1.607 -4.454 1.492
N5 1.032 -3.477 1.342
H48 3.209 -5.465 2.348
H49 2.763 -6.010 0.726
H50 1.739 -6.447 2.122

Kohn-Sham gap (alpha / beta) = 5.33 / 5.80 eV
LUMO energy (alpha / beta) = -4.792 / -5.370 eV
Net charge = +2
HOMO (alpha / beta) = -10.1 / -11.2 eV
Spin multiplicity = 5

C51H50N7O5P2SY as an isolated structure. Source: the Open Molecules 2025 dataset; level of theory: ωB97M-V with the def2-TZVPD basis set.

Element x y z (Å)
Y1 0.628 0.307 -0.424
C1 -0.347 -4.218 -6.616
C2 -0.335 -3.115 -5.597
C3 -1.064 -1.977 -5.721
C4 -1.040 -0.904 -4.773
C5 -1.997 0.078 -5.083
N1 -2.318 1.277 -4.650
C6 -1.609 2.208 -3.781
C7 -0.981 3.319 -4.619
C8 -0.213 4.304 -3.751
N2 0.940 3.662 -3.139
C9 2.101 4.218 -2.983
C10 3.192 3.617 -2.321
C11 4.378 4.370 -2.185
C12 5.475 3.885 -1.528
C13 6.742 4.677 -1.360
C14 5.364 2.586 -0.999
C15 4.235 1.805 -1.091
C16 4.302 0.470 -0.511
N3 3.361 -0.374 -0.395
C17 3.777 -1.683 0.123
C18 2.679 -2.338 0.940
C19 1.613 -2.977 0.063
N4 1.199 -2.128 -1.062
C20 1.061 -2.741 -2.164
C21 0.451 -2.295 -3.415
C22 0.385 -3.254 -4.392
C23 -0.185 -1.001 -3.597
O1 -0.011 -0.070 -2.782
C24 3.073 2.297 -1.773
O2 2.014 1.612 -1.921
H1 -0.997 -3.969 -7.454
H2 -0.706 -5.154 -6.182
H3 0.653 -4.404 -7.013
H4 -1.704 -1.862 -6.590
H5 -2.668 -0.230 -5.880
H6 -3.131 1.669 -5.101
H7 -0.874 1.637 -3.230
H8 -2.318 2.618 -3.061
H9 -1.759 3.871 -5.154
H10 -0.314 2.881 -5.367
H11 -0.856 4.694 -2.957
H12 0.147 5.145 -4.345
H13 0.854 2.743 -2.679
H14 2.223 5.217 -3.394
H15 4.404 5.368 -2.613
H16 6.674 5.636 -1.873
H17 7.603 4.142 -1.764
H18 6.946 4.878 -0.306
H19 6.223 2.168 -0.480
H20 5.309 0.196 -0.167
H21 4.694 -1.582 0.715
H22 4.019 -2.317 -0.738
H23 2.236 -1.604 1.613
H24 3.103 -3.120 1.573
H25 0.720 -3.171 0.663
H26 1.976 -3.938 -0.322
H27 1.357 -3.796 -2.203
H28 0.886 -4.200 -4.203
N5 -1.898 -0.949 2.751
P1 -1.754 0.693 2.166
C25 -1.537 1.624 3.726
C26 -0.792 2.797 3.639
C27 -0.576 3.578 4.767
C28 -1.090 3.179 5.991
C29 -1.832 2.006 6.085
C30 -2.060 1.237 4.957
C31 -3.541 0.975 1.853
C32 -3.875 2.023 0.999
C33 -5.202 2.319 0.728
C34 -6.215 1.557 1.292
C35 -5.893 0.508 2.141
C36 -4.565 0.223 2.425
P2 -0.448 -1.873 3.030
C37 -1.211 -3.523 3.282
C38 -0.334 -4.605 3.338
C39 -0.805 -5.895 3.525
C40 -2.170 -6.125 3.637
C41 -3.054 -5.058 3.568
C42 -2.577 -3.765 3.395
C43 -0.108 -1.412 4.775
C44 0.932 -0.519 5.014
C45 1.208 -0.090 6.307
C46 0.452 -0.562 7.368
C47 -0.582 -1.463 7.139
C48 -0.861 -1.882 5.850
H29 -2.397 -1.432 2.003
H30 -0.382 3.104 2.681
H31 -0.001 4.493 4.688
H32 -0.913 3.778 6.876
H33 -2.230 1.692 7.043
H34 -2.634 0.321 5.023
H35 -3.095 2.623 0.549
H36 -5.440 3.147 0.070
H37 -7.252 1.781 1.074
H38 -6.678 -0.088 2.590
H39 -4.323 -0.583 3.107
H40 0.733 -4.431 3.237
H41 -0.110 -6.724 3.575
H42 -2.543 -7.132 3.772
H43 -4.119 -5.231 3.650
H44 -3.273 -2.935 3.359
H45 1.504 -0.147 4.173
H46 2.010 0.616 6.484
H47 0.666 -0.229 8.376
H48 -1.171 -1.834 7.969
H49 -1.674 -2.577 5.670
O3 1.955 2.363 0.868
C49 1.846 1.610 1.839
O4 1.378 0.424 1.754
H50 2.151 1.946 2.845
O5 -2.756 -2.236 -1.700
C50 -2.037 -1.583 -1.008
N6 -1.309 -0.932 -0.326
S1 -1.686 4.819 -0.441
C51 -1.037 3.344 -0.650
N7 -0.582 2.282 -0.845

Kohn-Sham gap = 6.44 eV
LUMO energy = -0.656 eV
Net charge = 0
HOMO = -7.1 eV

C51H51Br2NO9P2Si2Y as an isolated structure at a distorted geometry. Source: the Open Molecules 2025 dataset; level of theory: ωB97M-V with the def2-TZVPD basis set.

Element x y z (Å)
Y1 -0.452 0.406 1.143
O1 -0.894 -2.351 1.108
C1 -1.854 -3.244 1.496
C2 -1.592 -4.584 1.733
C3 -2.641 -5.403 2.123
C4 -3.924 -4.890 2.276
C5 -4.171 -3.552 1.995
C6 -3.140 -2.720 1.581
P1 -3.240 -0.981 1.024
C7 -3.752 -1.284 -0.735
C8 -4.425 -0.287 -1.445
C9 -4.736 -0.453 -2.787
C10 -4.373 -1.620 -3.450
C11 -3.693 -2.611 -2.760
C12 -3.382 -2.443 -1.413
C13 -4.827 -0.433 1.781
C14 -4.750 0.383 2.911
C15 -5.908 0.814 3.552
C16 -7.152 0.435 3.071
C17 -7.240 -0.385 1.951
C18 -6.086 -0.815 1.310
C19 0.463 -2.588 1.480
C20 0.624 -3.076 2.856
C21 1.712 -3.838 3.169
C22 2.753 -3.989 2.244
C23 2.691 -3.125 1.079
C24 1.316 -3.257 0.417
P2 1.324 -1.942 -0.895
C25 1.436 -0.300 -1.957
C26 1.654 1.156 -1.448
C27 0.794 1.973 -2.419
C28 0.862 1.718 -3.725
C29 1.697 0.599 -4.203
C30 2.013 -0.384 -3.358
C31 1.782 -3.095 -2.282
C32 0.875 -3.227 -3.332
C33 1.108 -4.143 -4.352
C34 2.253 -4.930 -4.342
C35 3.159 -4.805 -3.296
C36 2.922 -3.897 -2.272
H1 -0.585 -4.971 1.620
H2 -2.451 -6.452 2.313
H3 -4.734 -5.536 2.596
H4 -5.174 -3.154 2.103
H5 -4.711 0.633 -0.951
H6 -5.255 0.337 -3.318
H7 -4.615 -1.751 -4.499
H8 -3.399 -3.524 -3.268
H9 -2.837 -3.225 -0.896
H10 -3.776 0.681 3.285
H11 -5.831 1.452 4.425
H12 -8.055 0.782 3.562
H13 -8.210 -0.689 1.576
H14 -6.164 -1.444 0.431
H15 -0.175 -2.889 3.557
H16 1.766 -4.312 4.145
H17 3.657 -4.542 2.473
H18 3.546 -3.251 0.416
H19 1.274 1.245 -0.423
H20 0.153 2.743 -2.016
H21 0.301 2.312 -4.441
H22 2.036 0.583 -5.236
H23 2.612 -1.233 -3.661
H24 -0.019 -2.612 -3.357
H25 0.389 -4.236 -5.160
H26 2.439 -5.638 -5.142
H27 4.052 -5.421 -3.273
H28 3.638 -3.825 -1.461
Br1 -1.003 -0.168 3.686
O2 -2.309 1.742 1.499
N1 -2.421 1.833 0.230
O3 -3.175 2.624 -0.325
O4 -1.697 0.997 -0.441
O5 2.613 -1.610 1.479
C37 1.338 -1.317 0.998
O6 -0.270 -1.663 -1.229
O7 -0.043 -0.463 -2.038
Br2 -3.084 7.202 4.966
C38 -2.137 5.938 3.904
C39 -2.106 6.108 2.528
C40 -1.426 5.175 1.757
C41 -0.780 4.105 2.363
C42 -0.824 3.953 3.741
C43 -1.508 4.874 4.525
C44 -0.122 3.056 1.521
O8 0.543 2.121 2.091
O9 -0.277 3.076 0.290
H29 -2.612 6.946 2.069
H30 -1.408 5.256 0.678
H31 -0.339 3.092 4.189
H32 -1.558 4.757 5.599
C45 4.738 4.349 -1.908
Si1 3.191 3.656 -1.088
C46 1.841 4.755 -1.781
C47 3.307 4.051 0.735
C48 3.119 1.767 -1.465
Si2 4.481 0.849 -0.504
C49 6.172 1.505 -1.022
C50 4.355 0.963 1.353
C51 4.582 -0.947 -1.019
H33 4.703 5.446 -1.863
H34 4.804 4.063 -2.967
H35 5.655 4.028 -1.415
H36 2.190 5.792 -1.685
H37 0.913 4.651 -1.212
H38 1.627 4.561 -2.836
H39 3.084 5.115 0.886
H40 4.309 3.859 1.130
H41 2.594 3.470 1.331
H42 3.451 1.715 -2.511
H43 6.479 2.367 -0.423
H44 6.191 1.798 -2.078
H45 6.922 0.718 -0.875
H46 4.915 1.821 1.733
H47 4.762 0.054 1.807
H48 3.319 1.047 1.697
H49 4.691 -1.068 -2.103
H50 3.694 -1.490 -0.706
H51 5.435 -1.426 -0.525

Kohn-Sham gap (alpha / beta) = 6.08 / 6.72 eV
LUMO energy (alpha / beta) = 2.104 / 2.304 eV
Net charge = -1
HOMO (alpha / beta) = -4.0 / -4.4 eV